{
  "formula": "C30H48P2Rh",
  "method": "the ωB97M-V functional and the def2-TZVPD basis",
  "spin_multiplicity": 5,
  "charge": 1,
  "homo_ev": [-8.273, -10.523],
  "orbital_gap_ev": [6.356, 6.178],
  "elements": ["Rh", "C", "C", "C", "C", "C", "C", "H", "H", "H", "C", "H", "H", "H", "C", "H", "H", "H", "C", "H", "H", "H", "C", "H", "H", "H", "C", "C", "C", "C", "C", "C", "C", "C", "H", "H", "H", "H", "H", "H", "H", "H", "H", "H", "H", "H", "P", "P", "C", "C", "H", "H", "H", "H", "C", "H", "H", "H", "C", "H", "H", "H", "C", "H", "H", "H", "C", "H", "H", "H", "C", "C", "C", "C", "C", "C", "H", "H", "H", "H", "H"],
  "positions_angstrom": [[-0.366155, -0.155811, 0.800939], [-0.339290, -2.000683, 1.887851], [1.067511, -2.446939, 1.815494], [0.964736, -0.902888, 3.526428], [-0.372406, -1.038540, 3.022915], [1.822033, -1.740820, 2.760439], [-1.496555, -2.892253, 1.624113], [-1.327324, -3.525129, 0.746283], [-2.394004, -2.297027, 1.441480], [-1.690885, -3.546611, 2.487899], [-1.591616, -0.812197, 3.842678], [-2.497764, -0.824941, 3.221461], [-1.566202, 0.154820, 4.354182], [-1.691275, -1.592839, 4.622057], [1.370583, -0.200964, 4.761267], [1.713216, -0.913391, 5.530923], [0.544054, 0.365331, 5.201274], [2.203163, 0.499601, 4.585055], [3.261563, -1.960046, 3.078248], [3.380123, -2.566901, 3.989964], [3.790418, -1.013681, 3.252565], [3.771868, -2.491362, 2.263438], [1.543001, -3.638722, 1.081472], [1.769180, -4.457696, 1.788056], [2.472048, -3.438882, 0.519126], [0.792207, -4.017932, 0.377176], [-1.688392, 0.602351, -3.725754], [-1.676834, -0.760272, -3.606577], [-0.957658, -1.608519, -4.626351], [0.501152, -1.213808, -4.888242], [1.211983, -0.578630, -3.722628], [1.297552, 0.767076, -3.587983], [0.546285, 1.717735, -4.503322], [-0.931384, 1.331693, -4.800856], [-1.499338, -1.571920, -5.580550], [0.555977, -0.587299, -5.788911], [-0.994339, -2.653071, -4.302917], [-0.984499, 0.802002, -5.759706], [-2.422992, 1.198178, -3.167786], [-2.476121, -1.305677, -3.080450], [-1.476211, 2.267118, -4.973366], [0.552065, 2.717560, -4.054632], [2.070205, 1.194204, -2.948180], [1.076138, 1.823717, -5.462689], [1.041721, -2.129286, -5.151255], [1.887598, -1.229849, -3.153330], [-1.316735, -0.196044, -1.199737], [1.534817, 1.028667, 0.456185], [-0.428386, 1.492959, -1.485089], [0.784777, 2.136620, -0.780861], [-1.191490, 2.250022, -1.694916], [-0.016896, 1.180289, -2.450013], [1.574586, 2.383305, -1.506874], [0.478887, 3.085382, -0.313892], [2.271010, 2.073380, 1.718325], [2.737894, 1.433583, 2.478463], [1.496656, 2.684453, 2.196845], [3.031332, 2.726078, 1.261704], [2.864144, -0.003669, -0.220960], [3.287293, 0.423407, -1.143372], [2.489093, -1.016166, -0.424051], [3.652198, -0.082230, 0.543071], [-3.108071, -0.182247, -0.916398], [-3.373786, -1.104812, -0.374653], [-3.667750, -0.152398, -1.855571], [-3.407819, 0.681093, -0.308509], [-0.541822, -1.846150, -1.506368], [0.126763, -2.138235, -0.683156], [0.044510, -1.838829, -2.426321], [-1.363238, -2.573727, -1.608903], [-2.077952, 4.129935, 2.866041], [-1.268548, 3.289847, 3.625915], [-0.807648, 2.087943, 3.068437], [-1.184552, 1.720601, 1.794176], [-2.014574, 2.534793, 1.046723], [-2.436471, 3.766373, 1.576023], [-2.437263, 5.066653, 3.285816], [-0.991304, 3.534201, 4.644343], [-0.143960, 1.446970, 3.640742], [-2.316264, 2.231895, 0.048665], [-3.044576, 4.419293, 0.950833]],
  "forces_ev_per_a": [[-0.75, 1.11, 2.54], [1.16, 0.91, 1.86], [-1.20, 0.06, 0.35], [1.35, -1.07, -0.94], [-0.49, -2.11, -1.28], [-0.49, 1.10, 1.41], [-0.40, -0.35, -0.26], [-0.10, 0.06, 0.15], [-0.08, -0.17, 0.04], [-0.02, 0.07, -0.23], [-0.49, 0.23, 0.08], [0.25, -0.02, 0.22], [-0.07, -0.28, -0.05], [0.13, 0.17, -0.35], [0.20, 0.40, 0.53], [-0.04, 0.15, -0.26], [0.18, -0.09, -0.04], [-0.20, -0.17, 0.09], [0.36, -0.09, -0.17], [-0.03, 0.16, -0.21], [-0.07, -0.17, -0.02], [-0.05, 0.15, 0.23], [0.22, -0.36, -0.47], [-0.03, 0.26, -0.21], [-0.27, -0.09, 0.20], [0.21, 0.07, 0.15], [-0.97, -1.64, -0.92], [-1.54, 1.63, -2.28], [0.12, -0.42, 0.25], [0.09, -0.48, -0.24], [1.27, 1.45, -0.68], [0.80, -1.62, -1.48], [0.01, 0.16, 0.21], [-0.01, 0.64, -0.19], [-0.11, 0.02, 0.20], [0.12, 0.00, 0.43], [-0.04, 0.09, -0.03], [-0.06, -0.12, 0.34], [0.39, -0.32, -0.09], [0.45, 0.52, -0.13], [0.13, -0.09, -0.03], [0.07, -0.13, 0.00], [-0.37, -0.15, 0.02], [-0.04, -0.09, 0.26], [0.00, 0.13, 0.00], [-0.31, 0.38, 0.01], [1.04, 0.73, 2.59], [-0.56, -0.62, 0.52], [-0.05, -0.48, -1.70], [0.23, 0.14, 0.31], [-0.01, -0.33, 0.16], [-0.50, 0.49, 0.43], [-0.47, 0.10, -0.07], [0.13, -0.46, 0.16], [0.54, 0.41, 0.01], [-0.05, 0.18, -0.19], [0.17, -0.17, -0.19], [-0.11, -0.12, 0.29], [0.66, 0.23, -0.44], [0.10, -0.21, 0.29], [0.05, 0.37, 0.01], [-0.13, 0.02, -0.30], [-0.43, -0.15, -0.47], [0.15, 0.34, -0.19], [-0.13, -0.02, 0.08], [0.28, -0.35, -0.09], [0.16, -0.20, -0.30], [-0.35, 0.08, -0.25], [-0.26, -0.16, 0.36], [0.24, 0.22, 0.13], [-0.04, 0.18, 0.18], [0.17, -0.56, -0.26], [-0.23, 1.02, 0.44], [0.37, -1.75, -0.85], [-0.11, 0.91, 0.61], [-0.08, -0.39, -0.56], [0.09, -0.14, -0.08], [-0.04, 0.19, -0.02], [-0.06, 0.30, -0.07], [-0.07, 0.35, 0.19], [0.02, -0.02, 0.28]]
}



{
  "formula": "C30H49Br2F9N17O10S2",
  "method": "the ωB97M-V functional and the def2-TZVPD basis",
  "charge": -1,
  "homo_ev": -4.570,
  "orbital_gap_ev": 6.418,
  "elements": ["C", "C", "Br", "C", "Br", "C", "C", "C", "C", "O", "O", "C", "C", "C", "S", "C", "C", "C", "C", "C", "C", "N", "C", "C", "C", "C", "C", "F", "F", "C", "F", "F", "S", "F", "F", "F", "F", "F", "H", "H", "H", "H", "H", "H", "H", "H", "H", "H", "H", "H", "H", "H", "H", "H", "H", "C", "O", "N", "N", "H", "H", "H", "H", "C", "O", "N", "N", "H", "H", "H", "H", "C", "O", "N", "N", "H", "H", "H", "H", "C", "O", "N", "N", "H", "H", "H", "H", "C", "O", "N", "N", "H", "H", "H", "H", "C", "O", "N", "N", "H", "H", "H", "H", "C", "O", "N", "N", "H", "H", "H", "H", "C", "O", "N", "N", "H", "H", "H", "H"],
  "positions_angstrom": [[-1.765432, -2.446748, 2.977653], [-1.513264, -1.384411, 1.968130], [-2.590674, 0.149857, 2.223592], [-0.684913, -1.402934, 0.936071], [0.347021, -2.977338, 0.656543], [-0.467173, -0.347732, -0.059876], [-1.131320, -0.374903, -1.281383], [-0.903987, 0.607011, -2.234933], [-1.616591, 0.530632, -3.590925], [-2.735383, -0.011192, -3.562940], [-0.975581, 1.023748, -4.546472], [-0.018579, 1.629525, -1.939878], [0.650948, 1.691319, -0.722399], [0.429012, 0.692048, 0.216389], [1.281498, 0.682481, 1.761118], [2.741343, 1.525490, 1.271791], [3.926511, 1.247439, 1.940797], [5.099183, 1.902129, 1.600218], [5.083127, 2.852397, 0.589203], [3.902623, 3.113453, -0.090837], [2.720959, 2.453401, 0.230055], [1.562403, 2.771819, -0.522002], [0.928319, 4.046445, -0.148386], [-0.245922, 3.965037, 0.827751], [-1.572908, 4.175358, 0.133344], [-2.730972, 3.921793, 1.088883], [-4.118746, 3.794959, 0.513831], [-4.648412, 5.012006, 0.236235], [-4.925319, 3.277009, 1.492941], [-4.279101, 2.796365, -0.703617], [-5.401923, 2.085510, -0.532772], [-3.265038, 1.935482, -0.689758], [-4.427831, 3.577833, -2.449260], [-3.163051, 2.855072, -2.993081], [-5.321190, 2.388325, -2.955202], [-5.730806, 4.337585, -1.933496], [-3.525141, 4.805469, -1.999877], [-4.627967, 4.293932, -3.842809], [-1.966474, -1.978347, 3.934349], [-0.943576, -3.140750, 3.053066], [-2.679656, -2.968824, 2.705826], [-1.832035, -1.155800, -1.502606], [0.179359, 2.379991, -2.689196], [3.939170, 0.502949, 2.720232], [6.019223, 1.675980, 2.112744], [5.988535, 3.366959, 0.309686], [3.883961, 3.840099, -0.887293], [1.709020, 4.652030, 0.294428], [0.597429, 4.597511, -1.024441], [-0.127370, 4.798007, 1.518735], [-0.237559, 3.058052, 1.427179], [-1.590231, 5.216628, -0.158082], [-1.629444, 3.591561, -0.777029], [-2.556778, 3.060712, 1.727903], [-2.812593, 4.786106, 1.745839], [4.780731, -3.570310, 0.612589], [4.879209, -3.010603, 1.690844], [3.664344, -3.559079, -0.177556], [5.766895, -4.340231, 0.053413], [3.648090, -4.080847, -1.036534], [2.835009, -3.062687, 0.092915], [6.619381, -4.485138, 0.556793], [5.594193, -4.738226, -0.852427], [4.411432, -4.582440, -3.568636], [4.338908, -5.096739, -2.449196], [5.352859, -3.644482, -3.866055], [3.534981, -4.904798, -4.543656], [5.417724, -3.195698, -4.759333], [5.991099, -3.378460, -3.138734], [2.802277, -5.548292, -4.308312], [3.526140, -4.493754, -5.457069], [-2.743840, -4.267966, -1.531127], [-2.369567, -3.196883, -1.112351], [-2.234570, -5.460982, -1.051009], [-3.698709, -4.373760, -2.504870], [-2.542057, -6.362037, -1.363720], [-1.544263, -5.391642, -0.324344], [-4.060198, -3.509849, -2.872730], [-4.029641, -5.244506, -2.871987], [2.292934, 7.315807, -2.448652], [2.160223, 6.950234, -1.297594], [2.945127, 8.479257, -2.787092], [1.800102, 6.593804, -3.497900], [3.061584, 8.792667, -3.730824], [3.319016, 9.027744, -2.037748], [1.318354, 5.739646, -3.280228], [1.893801, 6.869255, -4.455895], [-0.520237, 8.208873, 0.259560], [-0.554988, 7.014475, 0.049901], [0.616043, 8.837043, 0.694308], [-1.612348, 9.021572, 0.077604], [0.672949, 9.819204, 0.878601], [1.428541, 8.258658, 0.814453], [-2.457727, 8.586560, -0.241094], [-1.601146, 10.008264, 0.245671], [0.269718, -3.931606, -3.567251], [0.677428, -4.348414, -4.643884], [1.052831, -3.888836, -2.450431], [-0.999759, -3.451119, -3.407649], [0.736192, -3.521892, -1.571331], [1.999433, -4.217307, -2.524233], [-1.595667, -3.451100, -4.212557], [-1.339859, -3.080396, -2.540086], [-3.020918, -4.803772, 5.420231], [-2.108955, -4.974948, 4.625236], [-2.841927, -4.123515, 6.589370], [-4.280617, -5.279270, 5.192974], [-3.571830, -3.971389, 7.258031], [-1.925917, -3.759906, 6.775081], [-4.434351, -5.777698, 4.337471], [-5.043819, -5.147769, 5.827840], [-0.111346, -8.136492, 6.267815], [-0.213918, -7.962731, 7.472227], [-0.510009, -7.217364, 5.349560], [0.421018, -9.296031, 5.753601], [-0.433013, -7.351433, 4.360029], [-0.902121, -6.351847, 5.671561], [0.724710, -9.990055, 6.408083], [0.523340, -9.467302, 4.772350]],
  "forces_ev_per_a": [[-0.30, 0.35, -0.12], [0.18, -0.12, -0.05], [-0.13, 0.23, -0.04], [-0.28, 0.10, 0.06], [0.11, -0.19, 0.50], [0.10, 0.33, -0.44], [0.17, 0.20, 0.24], [0.01, 0.03, 0.14], [0.50, 0.25, -0.24], [-0.34, -0.33, -0.14], [-0.28, -0.02, 0.15], [0.08, -0.19, 0.03], [-0.12, -0.02, -0.42], [0.03, -0.14, 0.07], [-0.12, -0.02, 0.17], [0.09, -0.01, -0.18], [0.24, 0.05, -0.06], [-0.18, 0.17, -0.05], [-0.25, -0.09, -0.02], [0.25, -0.06, 0.14], [0.18, 0.16, -0.03], [-0.27, -0.29, 0.51], [0.16, 0.12, 0.21], [0.09, 0.32, 0.15], [-0.25, 0.06, -0.03], [0.03, 0.28, -0.17], [-0.03, -0.25, 0.14], [0.01, 0.08, 0.01], [-0.02, -0.01, 0.09], [-0.14, -0.11, -0.11], [-0.13, 0.12, -0.02], [0.00, 0.05, -0.03], [0.08, -0.24, 0.31], [0.30, 0.01, -0.05], [-0.20, -0.17, -0.06], [-0.27, 0.11, -0.03], [0.14, 0.25, 0.01], [0.02, 0.05, -0.19], [0.15, -0.03, 0.27], [0.10, -0.20, 0.05], [-0.05, -0.28, -0.06], [-0.22, -0.09, 0.00], [0.05, 0.08, -0.16], [-0.06, -0.17, 0.09], [0.12, -0.09, 0.13], [0.13, 0.10, -0.03], [-0.06, 0.09, -0.16], [0.19, 0.16, -0.06], [0.00, -0.05, -0.27], [0.02, 0.05, 0.27], [0.11, -0.24, -0.06], [-0.15, 0.08, -0.26], [-0.01, -0.35, -0.03], [0.04, -0.26, -0.12], [-0.01, 0.06, 0.27], [-0.47, -0.27, -0.09], [0.10, 0.06, -0.01], [-0.24, 0.29, 0.16], [0.23, 0.18, 0.04], [0.11, -0.06, 0.01], [0.25, 0.22, 0.27], [0.00, 0.04, 0.01], [0.17, -0.30, -0.08], [-0.21, 0.18, -0.44], [0.11, -0.15, 0.00], [0.14, -0.18, 0.04], [0.58, -0.30, 0.10], [-0.09, 0.03, 0.00], [-0.06, 0.05, 0.02], [-0.26, 0.15, -0.09], [-0.14, 0.20, 0.07], [-0.70, -1.71, 0.06], [-0.08, 0.52, 0.72], [-0.30, 0.63, -0.14], [0.01, 0.13, 0.31], [0.04, 0.06, -0.05], [0.01, 0.00, -0.04], [0.01, 0.01, 0.00], [0.08, -0.02, -0.02], [-0.11, -0.15, -0.17], [0.28, 0.18, 0.17], [-0.05, -0.04, 0.02], [0.04, 0.04, 0.04], [-0.01, -0.02, -0.02], [0.01, 0.00, 0.03], [-0.01, -0.01, 0.01], [0.00, 0.00, -0.01], [0.18, 0.18, 0.01], [-0.15, 0.11, 0.06], [-0.07, -0.03, 0.12], [0.02, -0.03, -0.01], [-0.04, 0.01, 0.00], [0.03, -0.03, -0.19], [0.00, -0.03, 0.00], [0.02, 0.01, 0.00], [-0.78, 0.75, 0.09], [0.24, -0.51, -0.35], [0.18, -0.30, -0.09], [1.04, -0.49, -0.53], [-0.10, 0.12, -0.16], [-0.09, 0.03, -0.04], [0.12, 0.18, -0.11], [0.20, 0.41, -0.09], [-0.05, 0.10, -0.02], [-0.05, -0.06, 0.08], [-0.02, -0.03, -0.02], [0.03, 0.01, 0.03], [-0.01, -0.01, 0.00], [0.02, 0.01, -0.01], [0.01, 0.00, -0.03], [0.00, 0.03, 0.01], [0.05, -0.02, -0.03], [-0.02, -0.01, 0.01], [0.10, -0.23, 0.17], [-0.07, 0.03, -0.03], [0.01, 0.02, -0.02], [-0.02, 0.06, -0.13], [0.01, 0.01, 0.03], [0.02, 0.03, -0.02]]
}